A molecular structure, C16H24AsCa3F9N2O17, computed with wB97M-V/def2-TZVPD.

Cartesian coordinates (Å):
Ca: 23.13003 2.80254 -5.16145
Ca: 25.67165 1.79096 -8.17155
Ca: 21.44615 1.99205 -12.66997
As: 22.04788 3.39603 -8.81463
F: 23.65496 2.61232 -8.78926
F: 21.85968 3.08587 -10.55481
F: 20.58288 4.35514 -8.70593
F: 22.26711 3.50621 -7.04227
F: 22.91610 4.99765 -9.07512
F: 21.16779 1.86503 -8.57737
C: 25.27290 4.68611 -5.70512
O: 24.50975 4.43535 -4.49010
O: 24.99024 3.58147 -6.55022
C: 24.97750 6.19128 -6.14153
F: 25.19842 6.36157 -7.45438
F: 23.78504 6.72422 -5.73552
F: 25.89043 7.01613 -5.55329
C: 24.65176 5.32210 -3.30759
C: 25.88324 4.93137 -2.50271
H: 26.21123 3.90009 -2.63301
H: 26.72648 5.56771 -2.77126
H: 25.52308 4.81189 -1.48089
H: 23.72937 5.15294 -2.75202
H: 24.69903 6.40148 -3.45180
H: 26.31912 4.56525 -5.42420
N: 22.89288 0.04833 -7.08757
O: 22.27654 -0.76011 -7.76487
O: 24.02591 0.34951 -7.24733
O: 22.37781 0.60129 -6.19222
N: 23.80607 0.78197 -10.87684
O: 23.63101 1.35301 -11.88541
O: 24.83837 0.87390 -10.17149
O: 22.78792 0.21556 -10.42719
C: 19.88524 7.36849 -10.03147
C: 20.80948 8.14425 -9.03737
C: 21.79713 9.11267 -9.52841
O: 21.38491 10.32612 -9.07894
C: 20.25059 10.21051 -8.44141
O: 19.81988 11.02782 -7.67912
O: 20.01810 8.90164 -8.25382
H: 20.56121 6.85046 -10.71176
H: 19.24007 7.99868 -10.64360
H: 19.19793 6.63279 -9.61378
H: 21.18903 7.37685 -8.36274
H: 21.81981 9.16950 -10.61669
H: 22.73209 8.80652 -9.05913
C: 19.23893 8.50641 -13.71843
C: 19.46793 7.05326 -14.30822
C: 20.67250 7.08757 -15.10956
O: 21.56458 6.03498 -14.71256
C: 21.03927 5.42223 -13.67806
O: 21.40424 4.37776 -13.13988
O: 19.86706 6.02565 -13.29382
H: 19.81578 8.54685 -12.79447
H: 18.17545 8.62859 -13.51307
H: 19.46847 9.31874 -14.40802
H: 18.74500 6.80337 -15.08477
H: 21.09536 8.07189 -14.90858
H: 20.42598 7.15129 -16.16941
C: 18.08902 7.29105 -4.00765
C: 19.26364 6.93296 -4.85983
C: 20.47656 7.84998 -4.81242
O: 21.49631 6.97742 -4.50897
C: 21.12373 5.70860 -4.58013
O: 21.91825 4.76780 -4.47358
O: 19.79466 5.60150 -4.65374
H: 18.25447 7.21786 -2.93277
H: 17.31891 6.61049 -4.37076
H: 17.85246 8.33428 -4.21697
H: 18.85799 6.91764 -5.87142
H: 20.40615 8.64780 -4.07308
H: 20.70934 8.25083 -5.79895

Net charge: +2
HOMO: -0.506 Ha
Kohn-Sham gap: 7.0591 eV


2 unconnected molecules or ions with the total composition C16H24BFO8P, computed with wB97M-V/def2-TZVPD.

Cartesian coordinates (Å):
C: 2.00010 -4.64575 -0.59780
C: 1.17048 -3.44501 -0.21214
C: -0.17166 -3.74658 0.37601
C: 1.64711 -2.26164 -0.45017
C: 1.08309 -0.92873 -0.04687
C: 1.13263 -0.63421 1.46025
C: 0.30170 0.63317 1.82547
C: 1.24851 1.83512 1.68672
C: -0.25958 0.60302 3.26308
C: -1.77736 0.76708 3.43779
P: -2.90753 -0.62664 3.01863
C: -2.71659 -1.00813 1.22723
C: -3.18230 0.09225 0.32775
F: -3.05801 -0.34442 -0.97950
H: 3.04370 -4.37259 -0.54727
H: 1.78210 -5.48254 0.05694
H: 1.72719 -4.96779 -1.59813
H: -0.27774 -4.81705 0.51031
H: -0.96093 -3.41354 -0.28270
H: -0.26695 -3.29846 1.35739
H: 2.54412 -2.21702 -1.04309
H: 0.06435 -0.80089 -0.40287
H: 1.65411 -0.17114 -0.56782
H: 2.15810 -0.41617 1.72542
H: 0.76607 -1.50240 2.00275
H: -0.45320 0.75258 1.05651
H: 2.20695 1.61034 2.13506
H: 0.84133 2.71648 2.16908
H: 1.38221 2.08667 0.63795
H: 0.17001 1.45865 3.77739
H: 0.11894 -0.26989 3.78597
H: -2.14921 1.63815 2.91380
H: -1.95017 0.95913 4.49061
H: -2.35347 -1.75732 3.66521
H: -3.25115 -1.91774 0.98945
H: -1.67662 -1.20244 1.01525
H: -4.22416 0.36291 0.47981
H: -2.59489 0.99888 0.42834
B: 0.55452 2.90363 -3.31857
O: -0.17201 2.51672 -4.54658
C: -0.01377 1.21092 -4.74440
O: -0.47678 0.57993 -5.65165
C: 0.85203 0.65955 -3.61927
O: 1.19027 -0.48072 -3.47306
O: 1.17036 1.66236 -2.80513
O: 1.57604 3.93508 -3.59919
C: 1.31046 5.00992 -2.86423
O: 1.94715 6.02564 -2.85590
C: 0.06275 4.72838 -2.03598
O: -0.45519 5.48278 -1.26108
O: -0.35713 3.49947 -2.31678

Net charge: -1
HOMO: -0.243 Ha
Kohn-Sham gap: 9.2351 eV


A molecular structure, C16H24BMnO7, computed with wB97M-V/def2-TZVPD.

Cartesian coordinates (Å):
Mn: -0.13414 0.79865 0.24043
C: 2.33602 0.61447 -1.31292
C: 1.15561 0.16687 -2.17960
O: 0.02803 0.96302 -1.79314
C: -1.18775 0.86577 -2.55164
C: -2.32234 0.47941 -1.59721
O: -2.15430 1.07716 -0.30018
C: -2.63714 2.41162 -0.12226
C: -1.51525 3.42845 -0.29173
O: -0.36625 2.91999 0.38050
C: 0.11325 3.53613 1.57551
C: 0.02840 2.49811 2.68464
O: 0.58303 1.25868 2.24222
C: 2.02051 1.19755 2.33361
C: 2.57710 0.44104 1.14597
O: 1.87969 0.96260 0.00517
H: 2.80118 1.50793 -1.73064
H: 3.07239 -0.18865 -1.26532
H: 0.92274 -0.88649 -2.01393
H: 1.39031 0.33130 -3.23351
H: -1.09237 0.10545 -3.32805
H: -1.35019 1.83438 -3.02750
H: -2.29878 -0.58988 -1.41036
H: -3.29235 0.76333 -2.00859
H: -3.01531 2.45075 0.90003
H: -3.46110 2.60950 -0.81009
H: -1.82031 4.38879 0.12727
H: -1.24245 3.57612 -1.33737
H: -0.48320 4.41381 1.82896
H: 1.14170 3.85170 1.39205
H: -1.01551 2.28429 2.91481
H: 0.52598 2.84071 3.59426
H: 2.29180 0.69370 3.26251
H: 2.42226 2.21267 2.34878
H: 2.38780 -0.62935 1.22502
H: 3.64752 0.63457 1.04966
O: 0.89174 -2.17067 0.69105
B: -0.13347 -1.28635 0.26890
O: -1.16994 -2.10287 -0.26415
C: -0.77393 -3.41136 -0.15550
C: -1.44136 -4.55632 -0.53006
C: -0.78645 -5.76430 -0.30245
C: 0.47727 -5.80542 0.27703
C: 1.14073 -4.64044 0.65442
C: 0.48370 -3.45264 0.42257
H: -2.42666 -4.51686 -0.97404
H: -1.27253 -6.68994 -0.57899
H: 0.95391 -6.76209 0.44204
H: 2.12041 -4.66488 1.11180

Net charge: +1
Spin multiplicity: 2
HOMO (spin up / spin down): -0.388 / -0.387 Ha
Kohn-Sham gap (spin up / spin down): 8.4451 / 8.4332 eV


| no. | calculated total energy (eV) |
| --- | --- |
| 1 | -195369.1959 |
| 2 | -46051.3250 |
| 3 | -63303.3885 |